Below is a molecular structure, C7H12CoO3, with properties calculated with ωB97M-V with the def2-TZVPD basis set.

Computed properties:
- gap between HOMO and LUMO (alpha / beta) (eV) = 2.472 / 3.628
- molecular weight (g mol⁻¹) = 203.103
- F_max (eV/A) = 5.294

Geometry as ORCA input:
```
! wB97M-V def2-TZVPD RIJCOSX def2/J DEFGRID3
* xyz 1 5
C -2.75759 1.60471 -0.34478
C -3.99508 1.85833 -0.78267
H -1.90079 -0.77262 -0.06973
H -2.55186 1.45460 0.71754
H -4.28146 2.84951 -1.14230
H -4.73048 1.05913 -0.90235
H -2.07435 2.31134 -0.86994
O 4.70607 0.86221 1.47751
C 3.74498 0.76668 0.67064
O 3.61298 1.56005 -0.29769
O 2.84571 -0.18697 0.90554
C 1.72489 -0.27219 0.03245
C 0.88728 -1.45048 0.50015
C -0.21460 -1.83923 -0.35394
C -1.56841 -1.92734 0.05099
Co 5.20809 2.36083 0.34683
H 2.06462 -0.41828 -1.00130
H 1.13947 0.65445 0.08486
H 0.60713 -1.41312 1.56142
H 1.48804 -2.39186 0.38822
H 0.00593 -2.02227 -1.41317
H -2.21673 -2.45610 -0.65659
H -1.74386 -2.19138 1.09828
*
```